# 1
C3H7BrN3 | ωB97M-V/def2-TZVPD

Positions of all 14 atoms, in Å:
C -0.77104 0.72238 -0.03747
C 1.60367 1.26485 0.02660
C -1.94208 -1.43097 -0.00927
N 0.24809 1.52297 -0.00987
N -0.78200 -0.59688 -0.03000
N 2.09962 -0.02249 -0.03468
Br 3.82938 -0.39845 0.01145
H -1.73627 1.22239 -0.06201
H 2.05685 1.93532 -0.74313
H 1.98879 1.82617 0.91090
H -2.84675 -0.82997 -0.08089
H -1.90332 -2.13401 -0.84331
H -1.96873 -2.01361 0.91634
H 0.12379 -1.06772 -0.01464

**HOMO level (spin up / spin down)**: -13.49 / -13.49 eV
**LUMO (spin up / spin down)**: -7.803 / -7.806 eV
**Maximum force**: 0.0275 hartree/bohr
**2S+1**: 1
**Total energy**: -77725.8444 eV
**Total charge**: +1
**Relative energy (zero: lowest compared OMol25 entry of this formula, charge and spin)**: 4.2397 eV
**Molar mass**: 165.014 Da

Population analysis type Löwdin, resulting atomic charges in e: C -0.16; C -0.40; C -0.04; N 0.07; N 0.02; N -0.41; Br 0.94; H 0.15; H 0.20; H 0.20; H 0.10; H 0.10; H 0.11; H 0.13



# 2
C3H7BrN3 | ωB97M-V/def2-TZVPD

Positions of all 14 atoms, in Å:
C 0.92745 -0.49915 1.07643
C 1.93976 -1.13558 0.10776
C -0.25928 -0.59663 0.12169
N 1.30412 -1.38391 -1.10754
N 0.11248 -1.05224 -1.17070
N -2.33565 1.78925 -0.73870
Br -1.88913 -0.27984 0.57060
H 0.96936 -1.12494 2.07008
H 1.10803 0.52661 1.31700
H 2.83419 -0.45683 -0.16587
H 2.42471 -2.10729 0.32913
H -3.28313 1.93322 -0.75109
H -1.94641 1.89213 -1.60364
H -1.90649 2.49519 -0.05516

**HOMO level (spin up / spin down)**: -13.76 / -13.76 eV
**LUMO (spin up / spin down)**: -6.619 / -6.617 eV
**Maximum force**: 0.0978 hartree/bohr
**2S+1**: 1
**Total energy**: -77726.1239 eV
**Total charge**: +1
**Relative energy (zero: lowest compared OMol25 entry of this formula, charge and spin)**: 3.9603 eV
**Molar mass**: 165.014 Da

Population analysis type Löwdin, resulting atomic charges in e: C -0.13; C -0.21; C -0.70; N 0.06; N 0.06; N -0.06; Br 1.24; H 0.18; H 0.11; H 0.18; H 0.15; H 0.01; H 0.01; H 0.10